No. 1
DFT (wB97M-V/def2-TZVPD) results for 2 unconnected molecules or ions with the total composition C3H12NO.

The value obtained for the lowest unoccupied orbital energy is -3.385 eV. The calculation puts the HOMO energy at -0.551 hartree. The total charge is +1. The value obtained for the energy above the lowest of the compared OMol25 structures with the same formula, charge and spin is 78.35 kJ/mol. The value obtained for the HOMO-LUMO gap is 11.61 eV.

Atoms and positions in Å:
C  -1.001  2.563  -0.318
N  -1.416  1.130  -0.140
H  -0.623  2.694  -1.324
H  -0.255  2.852  0.409
H  -1.878  3.181  -0.147
H  -2.306  0.956  -0.602
H  -0.719  0.434  -0.555
H  -1.475  0.957  0.863
C  1.074  -1.785  -0.093
O  0.402  -0.688  -0.775
C  1.185  -1.414  1.372
H  2.074  -1.891  -0.510
H  0.542  -2.715  -0.281
H  0.297  -0.933  -1.701
H  0.234  -1.034  1.755
H  1.983  -0.685  1.471
H  1.306  -2.314  1.970

Results of the Mulliken charge analysis, in e, for atoms 1 through 2: -0.797, -0.214

No. 2
DFT (wB97M-V/def2-TZVPD) results for 2 unconnected molecules or ions with the total composition C3H12NO.

The value obtained for the lowest unoccupied orbital energy is -3.337 eV. The calculation puts the HOMO energy at -0.584 hartree. The total charge is +1. The value obtained for the energy above the lowest of the compared OMol25 structures with the same formula, charge and spin is 86.19 kJ/mol. The value obtained for the HOMO-LUMO gap is 12.54 eV.

Atoms and positions in Å:
C  0.323  0.148  0.927
C  -0.952  -0.785  0.934
C  -1.919  -0.492  -0.205
N  1.414  -0.631  0.211
H  -0.033  0.958  0.302
H  0.653  0.374  1.934
H  -1.467  -0.549  1.867
H  -0.655  -1.823  1.087
H  -2.097  -1.320  -0.885
H  -2.877  -0.157  0.206
H  -1.621  0.332  -0.843
H  1.506  -0.161  -0.703
H  2.344  -0.675  0.607
H  1.135  -1.590  0.038
H  1.845  1.883  -2.478
H  1.045  2.661  -1.325
O  1.355  1.827  -1.673

Results of the Mulliken charge analysis, in e, for atoms 1 through 2: -0.391, -0.605

No. 3
DFT (wB97M-V/def2-TZVPD) results for 4 unconnected molecules or ions with the total composition C3H12NO.

The value obtained for the lowest unoccupied orbital energy (spin up / spin down) is -11.253 / -14.256 eV. The calculation puts the HOMO energy (spin up / spin down) at -0.716 / -0.711 hartree. The total charge is +2. The spin multiplicity is 2. The value obtained for the energy above the lowest of the compared OMol25 structures with the same formula, charge and spin is 480.68 kJ/mol. The value obtained for the HOMO-LUMO gap (spin up / spin down) is 8.22 / 5.08 eV.

Atoms and positions in Å:
C  1.427  -0.155  0.265
C  0.831  0.651  1.233
C  -0.135  1.805  1.061
N  -0.175  -0.924  -2.580
H  1.765  -1.119  0.631
H  2.382  1.838  0.902
H  1.493  0.214  -0.752
H  0.970  0.270  2.244
H  -0.614  1.770  0.080
H  0.596  2.610  1.055
H  -0.958  1.782  1.765
H  0.748  -1.353  -2.462
H  -0.964  -1.534  -2.855
H  -0.269  -0.077  -3.163
H  -1.410  -1.407  -0.306
H  -2.463  -1.337  0.813
O  -1.549  -1.102  0.589

Results of the Mulliken charge analysis, in e, for atoms 1 through 2: -0.301, -0.567

No. 4
DFT (wB97M-V/def2-TZVPD) results for 2 unconnected molecules or ions with the total composition C3H12NO2.

The value obtained for the lowest unoccupied orbital energy is -3.138 eV. The calculation puts the HOMO energy at -0.544 hartree. The total charge is +1. The value obtained for the energy above the lowest of the compared OMol25 structures with the same formula, charge and spin is 34.83 kJ/mol. The value obtained for the HOMO-LUMO gap is 11.67 eV.

Atoms and positions in Å:
C  -0.622  1.408  -0.024
C  0.461  1.205  -1.074
C  1.613  0.226  -0.744
O  1.083  -0.979  -0.232
N  -1.342  0.145  0.350
H  -1.381  2.096  -0.362
H  -0.161  1.765  0.888
H  0.000  0.841  -1.982
H  0.951  2.150  -1.278
H  2.119  0.059  -1.690
H  2.264  0.733  -0.028
H  1.788  -1.592  -0.029
H  -1.558  -0.346  -0.525
H  -2.203  0.276  0.863
H  -0.823  -0.598  0.875
H  -1.307  -2.904  1.363
H  0.019  -2.360  1.870
O  -0.900  -2.123  1.759

Results of the Mulliken charge analysis, in e, for atoms 1 through 2: -0.586, -0.626

No. 5
DFT (wB97M-V/def2-TZVPD) results for 2 unconnected molecules or ions with the total composition C3H12NO2.

The value obtained for the lowest unoccupied orbital energy is -3.423 eV. The calculation puts the HOMO energy at -0.527 hartree. The total charge is +1. The value obtained for the energy above the lowest of the compared OMol25 structures with the same formula, charge and spin is 105.28 kJ/mol. The value obtained for the HOMO-LUMO gap is 10.92 eV.

Atoms and positions in Å:
C  1.345  -0.403  -0.115
C  0.399  -1.123  -1.078
C  -0.330  -0.109  -1.965
O  -0.671  1.081  -1.186
N  0.936  -0.517  1.340
H  1.397  0.639  -0.376
H  2.338  -0.842  -0.181
H  1.027  -1.691  -1.756
H  -0.342  -1.773  -0.608
H  0.341  0.284  -2.726
H  -1.303  -0.350  -2.386
H  -1.151  0.846  -0.381
H  0.079  -1.063  1.403
H  0.670  0.377  1.775
H  1.662  -0.962  1.916
H  -2.097  1.279  1.572
H  -1.489  1.515  2.930
O  -1.395  0.947  2.151

Results of the Mulliken charge analysis, in e, for atoms 1 through 2: -0.612, -0.542

No. 6
DFT (wB97M-V/def2-TZVPD) results for 3 unconnected molecules or ions with the total composition C3H12NO2S.

The value obtained for the lowest unoccupied orbital energy is 3.350 eV. The calculation puts the HOMO energy at -0.103 hartree. The total charge is -1. The value obtained for the energy above the lowest of the compared OMol25 structures with the same formula, charge and spin is 125.71 kJ/mol. The value obtained for the HOMO-LUMO gap is 6.15 eV.

Atoms and positions in Å:
C  -0.522  -0.345  0.552
C  -1.401  0.909  0.790
S  -2.893  0.930  -0.222
C  0.946  -0.209  0.968
N  1.237  -0.694  2.291
H  -0.582  -0.710  -0.472
H  -0.963  -1.071  1.243
H  -0.734  1.778  0.747
H  -1.736  0.869  1.832
H  1.206  0.865  0.902
H  1.662  -0.503  0.193
H  0.443  -0.895  2.865
H  2.112  -1.115  2.526
H  2.190  0.585  -1.561
H  2.832  0.840  -2.852
O  3.038  0.473  -1.984
H  -2.235  -1.322  -2.865
H  -2.424  -0.016  -2.043
O  -2.177  -0.368  -2.908

Results of the Mulliken charge analysis, in e, for atoms 1 through 2: -0.502, -0.495

Number 1: E_tot -251.2405 Eh. Number 2: E_tot -251.2375 Eh. Number 3: E_tot -250.5235 Eh. Number 4: E_tot -326.4998 Eh. Number 5: E_tot -326.4730 Eh. Number 6: E_tot -724.9356 Eh.